{
  "formula": "C3H5N3O2S2",
  "method": "ωB97M-V/def2-TZVPD",
  "species": ["H", "S", "H", "O", "C", "O", "N", "N", "S", "H", "H", "C", "H", "N", "C"],
  "positions_angstrom": [[1.399, -2.079, 0.455], [-1.946, -0.519, -0.262], [3.269, -1.944, -0.076], [-2.708, -0.964, 0.851], [-1.286, 1.906, 0.105], [-2.122, -1.128, -1.498], [0.052, 1.616, 0.275], [-2.166, 1.171, -0.397], [2.201, 0.154, 0.382], [-1.528, 3.002, 0.418], [0.508, 2.296, 0.853], [0.464, 0.332, 0.290], [1.918, -1.599, -1.299], [-0.323, -0.667, 0.119], [2.268, -1.578, -0.215]],
  "max_force_ha_per_bohr": 0.0639,
  "mol_weight_da": 179.226,
  "homo_ha": -0.362,
  "gap_ev": 9.83,
  "e_tot_ha": -1228.39625,
  "relative_energy_kcal_mol": 0.00,
  "smiles": "CSC1=NS(=O)(=O)N=CN1",
  "lumo_energy_ev": -0.019
}



{
  "formula": "C2H10NS",
  "method": "ωB97M-V/def2-TZVPD",
  "species": ["H", "H", "C", "S", "H", "H", "H", "H", "H", "N", "H", "C", "H", "H"],
  "positions_angstrom": [[2.203, -2.421, -1.179], [0.033, 2.526, 3.003], [-0.715, -0.115, -1.167], [0.805, -0.722, -0.309], [0.574, -2.640, -1.744], [-1.616, 2.061, 2.654], [-0.307, 1.757, 1.582], [-0.317, 0.724, -1.722], [-0.904, -0.857, -1.942], [-0.616, 1.875, 2.551], [-1.664, 0.097, -0.687], [1.354, -1.916, -1.577], [1.676, -1.297, -2.407], [-0.506, 0.928, 2.945]],
  "max_force_ha_per_bohr": 0.0367,
  "mol_weight_da": 80.176,
  "homo_ha": -0.431,
  "gap_ev": 7.30,
  "e_tot_ha": -534.85334,
  "charge": 1,
  "relative_energy_kcal_mol": 22.24,
  "lumo_energy_ev": -4.440
}



{
  "formula": "C10H19N3O7",
  "method": "ωB97M-V/def2-TZVPD",
  "species": ["N", "N", "O", "H", "H", "H", "N", "O", "H", "C", "H", "H", "H", "H", "H", "H", "O", "H", "C", "H", "C", "O", "C", "O", "C", "O", "C", "H", "C", "H", "H", "H", "H", "H", "O", "H", "C", "C", "C"],
  "positions_angstrom": [[0.626, 0.769, 3.596], [0.978, -0.769, -3.714], [-4.276, -0.974, 0.908], [2.804, -2.511, -1.428], [1.365, 0.164, 3.071], [0.583, 0.040, -3.238], [1.453, -0.372, 0.716], [3.427, -1.032, -5.174], [1.272, 0.329, 1.173], [-1.101, 2.465, 3.244], [-1.958, -0.061, 3.215], [-3.835, 1.776, 2.264], [-0.818, -0.857, 2.141], [1.670, -1.221, 1.077], [0.046, 1.718, 1.779], [0.267, -2.492, -0.620], [0.700, 0.767, -1.037], [1.064, -0.571, -4.649], [2.238, -1.140, -3.084], [3.556, -0.246, -4.935], [-3.774, 0.081, 1.287], [-4.519, 1.116, 1.798], [-2.254, 0.419, 1.147], [3.682, -2.894, -3.936], [3.139, -1.810, -4.076], [-0.331, 3.307, 3.964], [0.679, -1.705, -1.203], [0.436, 2.826, 4.284], [1.922, -2.212, -2.028], [0.249, 0.210, 4.301], [2.740, -0.353, -2.695], [-1.869, -0.219, 0.343], [-2.160, 1.404, 0.826], [-0.070, -1.446, -1.944], [-2.198, 2.803, 2.810], [1.611, -3.064, -2.523], [-1.380, 0.089, 2.365], [0.887, -0.344, -0.528], [-0.393, 1.230, 2.661]],
  "max_force_ha_per_bohr": 0.2169,
  "mol_weight_da": 293.276,
  "homo_ha": -0.372,
  "gap_ev": 10.18,
  "e_tot_ha": -1083.36054,
  "relative_energy_kcal_mol": 82.87,
  "smiles": "N[C@@H](CCC(=O)O)C(=O)O.NC(=O)CC[C@H](N)C(=O)O",
  "lumo_energy_ev": 0.062
}



{
  "formula": "C55H38CoN2O12P2S2",
  "method": "ωB97M-V/def2-TZVPD",
  "species": ["H", "C", "O", "H", "H", "H", "H", "H", "C", "C", "H", "H", "C", "H", "C", "C", "H", "C", "H", "C", "H", "H", "C", "H", "C", "C", "N", "C", "H", "C", "C", "C", "C", "H", "H", "H", "C", "C", "H", "C", "C", "C", "P", "C", "S", "C", "Co", "O", "C", "H", "C", "H", "C", "C", "C", "H", "C", "C", "C", "H", "O", "H", "O", "C", "O", "H", "H", "O", "S", "H", "P", "C", "C", "O", "C", "N", "H", "C", "C", "C", "H", "C", "C", "C", "H", "C", "H", "O", "H", "H", "C", "O", "H", "H", "C", "C", "C", "O", "C", "C", "C", "C", "H", "H", "C", "H", "O", "C", "O", "C", "C", "C"],
  "positions_angstrom": [[-0.621, -2.863, -6.701], [1.563, -2.353, -1.620], [5.029, 1.379, -5.698], [2.706, 2.609, 0.736], [-4.625, 1.798, 4.529], [3.540, -4.698, 4.707], [-3.216, -2.427, -5.345], [-3.399, 3.500, -4.151], [2.607, 0.579, -1.426], [1.615, -1.273, 2.505], [-5.639, -3.857, 0.510], [4.692, -2.207, 5.626], [-5.264, -2.856, 0.687], [1.427, 1.464, 4.497], [3.821, -3.732, 4.287], [2.898, -3.316, 3.165], [2.333, -2.282, -0.864], [-3.822, -1.031, 0.040], [4.843, -3.827, 3.913], [-5.266, 2.722, -3.421], [-3.339, -0.321, 4.604], [-2.018, 1.915, -2.884], [-2.086, -1.439, -2.263], [-3.960, -2.888, -1.016], [-5.223, -0.850, 2.005], [-0.362, -2.554, -3.519], [4.593, 0.066, 0.068], [-3.116, 2.838, 3.402], [0.301, 3.492, 4.156], [1.566, -3.351, 1.207], [0.957, -2.934, -3.842], [4.479, 0.896, -3.518], [0.717, 0.814, -3.203], [2.762, 0.112, 6.013], [5.990, 0.493, -2.062], [1.559, -2.551, -5.850], [1.181, -2.046, 1.377], [-4.274, -0.313, 1.148], [4.268, 4.402, 1.369], [4.022, 0.434, -1.233], [-3.646, 1.738, 4.066], [3.173, 4.953, 3.131], [-2.564, -0.181, -0.996], [-3.096, 1.867, -2.814], [-0.379, 3.964, -0.466], [1.932, -2.813, -2.904], [0.121, 1.408, -0.398], [-0.988, 4.757, -1.514], [-1.135, 1.581, 2.857], [-1.476, 3.608, 2.231], [3.107, 0.985, -3.784], [-1.137, -0.463, 3.538], [1.446, 2.873, 2.444], [2.444, -1.998, 3.386], [1.021, -3.326, -5.299], [3.208, -2.925, 6.233], [3.415, 4.188, 1.999], [1.285, 0.073, 2.912], [-0.461, -3.380, -5.755], [3.846, 5.759, 3.400], [-1.256, 2.720, -0.167], [-5.562, -0.274, 2.858], [3.895, 0.134, 1.062], [-0.752, -1.986, -2.298], [6.634, 0.887, -4.344], [1.546, -4.269, -5.460], [1.828, 5.309, 4.771], [-0.170, 0.992, -2.310], [-0.182, -1.466, 0.370], [-5.563, 0.165, -1.232], [0.434, 1.433, 1.929], [-3.686, 0.914, -1.978], [-3.882, 2.758, -3.527], [5.790, -0.210, 0.103], [-1.679, 0.475, 3.509], [5.447, 1.066, -4.593], [2.971, -3.035, -3.113], [2.483, -0.296, 5.048], [-1.226, -2.735, -4.621], [4.935, 0.602, -2.259], [-3.679, 3.761, 3.341], [1.696, 0.472, 4.164], [-2.514, -2.319, -4.526], [2.888, -1.525, 4.636], [-0.788, -4.416, -5.889], [0.287, -1.974, -1.300], [-3.868, 0.677, 1.340], [-0.196, 4.705, 0.786], [2.765, -5.027, 1.878], [1.142, -3.905, 0.379], [-5.860, 1.784, -2.591], [-1.314, -2.390, 0.711], [-6.453, -2.556, 2.452], [-3.897, -1.202, -3.322], [-5.076, 0.889, -1.873], [-2.907, -1.643, -3.345], [2.189, 0.830, -2.785], [1.772, 0.397, -0.484], [-5.723, -2.126, 1.776], [1.193, 3.661, 3.562], [-4.323, -2.310, -0.175], [2.549, 3.163, 1.650], [2.747, 1.146, -4.790], [-6.939, 1.748, -2.489], [2.465, -4.004, 2.074], [-5.876, 3.432, -3.968], [0.488, 0.596, -4.395], [3.714, -2.585, 5.326], [0.909, 3.312, -0.903], [-1.872, 2.764, 2.791], [2.048, 4.695, 3.905], [-2.927, 0.553, 4.113]],
  "max_force_ha_per_bohr": 0.0161,
  "s2": 0.770,
  "mol_weight_da": 1103.926,
  "homo_ha": [-0.108, -0.114],
  "multiplicity": 2,
  "gap_ev": [6.72, 6.88],
  "e_tot_ha": -5992.98545,
  "charge": -2,
  "relative_energy_kcal_mol": 0.00,
  "lumo_energy_ev": [3.779, 3.779]
}



{
  "formula": "C3H12NS3",
  "method": "ωB97M-V/def2-TZVPD",
  "species": ["H", "N", "C", "H", "H", "H", "H", "H", "H", "H", "S", "S", "H", "H", "C", "H", "H", "C", "S"],
  "positions_angstrom": [[1.447, 0.456, -1.021], [-0.927, -0.847, 1.552], [-0.749, 0.645, 1.769], [3.033, -2.527, -0.759], [-2.567, 1.072, 0.748], [0.316, 0.853, 1.677], [-0.567, -1.099, 0.590], [-0.405, -1.410, 2.228], [2.403, -1.643, 0.648], [-0.303, 3.339, 0.300], [0.670, -2.063, -0.993], [1.217, -0.378, -2.063], [-1.911, -1.088, 1.625], [2.025, -3.397, 0.399], [2.195, -2.429, -0.073], [-1.128, 1.133, -0.314], [-1.110, 0.901, 2.759], [-1.519, 1.374, 0.674], [-1.485, 3.167, 0.908]],
  "max_force_ha_per_bohr": 0.0109,
  "mol_weight_da": 158.337,
  "homo_ha": -0.474,
  "gap_ev": 9.43,
  "e_tot_ha": -1370.56503,
  "charge": 1,
  "relative_energy_kcal_mol": 0.00,
  "lumo_energy_ev": -3.478
}



{
  "formula": "C5H12OS",
  "method": "ωB97M-V/def2-TZVPD",
  "species": ["C", "H", "H", "S", "O", "C", "H", "H", "H", "H", "H", "H", "H", "C", "C", "H", "C", "H", "H"],
  "positions_angstrom": [[0.251, 2.411, 1.448], [0.629, 3.271, 2.214], [-0.662, 3.002, 1.242], [0.263, 0.801, 2.320], [1.229, -2.461, -1.356], [-1.059, -0.030, 1.288], [-1.606, 0.774, 0.916], [0.897, 0.355, -0.585], [2.076, -2.007, -1.003], [1.023, 2.587, 0.701], [-0.154, -1.841, 0.404], [1.266, -1.032, -2.661], [-0.655, 0.421, -1.502], [-0.653, -0.923, 0.209], [0.073, -0.194, -0.989], [-1.542, -1.340, -0.285], [0.491, -1.326, -1.951], [-0.272, -1.842, -2.486], [-1.593, -0.626, 2.076]],
  "max_force_ha_per_bohr": 0.0908,
  "mol_weight_da": 120.217,
  "homo_ha": -0.321,
  "gap_ev": 9.63,
  "e_tot_ha": -671.06682,
  "relative_energy_kcal_mol": 41.68,
  "smiles": "CSCCCCO",
  "lumo_energy_ev": 0.898
}